*a*
{
  "formula": "C4H15N2O2",
  "method": "ωB97M-V with the def2-TZVPD basis set",
  "lumo_ev": [-7.470, -12.969],
  "spin_multiplicity": 2,
  "total_charge": 2,
  "e_homo_ev": [-18.345, -18.339],
  "symbols": ["C", "O", "C", "C", "C", "N", "N", "H", "H", "H", "H", "H", "H", "H", "H", "H", "H", "H", "H", "H", "H", "H", "O"],
  "positions_angstrom": [[-0.438, 0.869, 2.090], [0.666, 1.723, 2.411], [-0.345, 0.577, 0.606], [-1.256, -0.488, 0.050], [-1.563, -0.657, -1.500], [-0.752, 0.305, -2.322], [1.092, 0.237, 0.238], [-0.197, 0.023, 2.771], [-1.384, 1.298, 2.406], [0.408, 2.650, 2.331], [-0.640, 1.512, 0.107], [-0.757, -1.455, 0.329], [-2.157, -0.603, 0.661], [-1.215, -1.621, -1.894], [-2.602, -0.368, -1.680], [-0.322, -0.074, -3.168], [-1.270, 1.184, -2.500], [1.239, 0.082, -0.756], [1.342, -0.722, 0.612], [1.740, 0.948, 0.633], [2.358, -2.115, -1.090], [3.500, -1.600, -0.095], [2.553, -1.704, -0.242]],
  "mulliken_spin": [0.006, 0.001, 0.017, 0.062, 0.048, 0.846, 0.010, 0.000, -0.001, 0.000, -0.002, 0.002, -0.009, 0.004, 0.048, -0.015, -0.015, 0.000, -0.001, 0.001, 0.000, 0.000, 0.000]
}

***

*b*
{
  "formula": "C4H15N2O2",
  "method": "ωB97M-V with the def2-TZVPD basis set",
  "lumo_ev": [-7.494, -11.836],
  "spin_multiplicity": 2,
  "total_charge": 2,
  "e_homo_ev": [-19.369, -19.386],
  "symbols": ["C", "C", "C", "C", "N", "N", "H", "H", "H", "H", "H", "H", "H", "H", "H", "H", "H", "H", "H", "O", "H", "H", "O"],
  "positions_angstrom": [[-0.435, -0.499, -1.250], [0.853, -1.054, -0.698], [1.873, 0.105, -0.612], [2.116, 0.801, -1.691], [2.156, 0.492, 0.735], [-1.150, 0.390, -0.227], [-0.267, -0.117, -2.318], [-1.095, -1.532, -1.390], [0.622, -1.442, 0.361], [1.208, -1.754, -1.586], [2.580, 1.692, -1.948], [1.766, 0.346, -2.542], [2.506, 1.352, 0.944], [2.316, -0.215, 1.341], [-2.070, -0.110, 0.360], [-0.463, 0.397, 0.415], [-1.525, 1.318, -0.611], [-3.645, -0.448, 1.239], [-2.851, -1.739, 1.010], [-3.215, -0.947, 0.495], [0.317, 0.974, 2.334], [-0.936, 1.003, 3.280], [-0.660, 0.987, 2.358]],
  "mulliken_spin": [0.013, 0.007, 0.224, 0.323, 0.379, 0.001, -0.006, 0.013, 0.001, 0.003, 0.011, 0.046, -0.015, -0.007, 0.000, 0.004, 0.001, 0.000, 0.000, 0.000, -0.003, 0.000, 0.003]
}

***

What should be chosen as the least stable of them? Choose *b*.

***

*a*
{
  "formula": "C2N2",
  "method": "ωB97M-V with the def2-TZVPD basis set",
  "lumo_ev": -0.414,
  "e_homo_ev": -12.346,
  "symbols": ["N", "C", "C", "N"],
  "positions_angstrom": [[0.420, 0.517, -0.960], [0.788, -0.452, -0.313], [-0.586, -0.457, 1.070], [-0.622, 0.392, 0.203]],
  "mulliken_charge": [-0.190, 0.134, 0.025, 0.031]
}

***

*b*
{
  "formula": "C2N2",
  "method": "ωB97M-V with the def2-TZVPD basis set",
  "lumo_ev": [-4.108, -5.163],
  "e_homo_ev": [-13.070, -12.296],
  "symbols": ["C", "C", "N", "N"],
  "positions_angstrom": [[-1.956, -0.512, 0.186], [1.114, 0.060, -0.476], [-1.015, 0.068, -0.105], [1.786, 0.217, 0.423]],
  "mulliken_charge": [0.095, 0.249, -0.168, -0.176]
}

***

What should be chosen as the least stable of them? Choose *b*.

***

*a*
{
  "formula": "C10H9N3OS",
  "method": "ωB97M-V with the def2-TZVPD basis set",
  "lumo_ev": 0.439,
  "smiles": "[O-][n+]1cccc(CSc2ccncn2)c1",
  "e_homo_ev": -8.168,
  "symbols": ["O", "N", "C", "C", "C", "C", "C", "S", "C", "C", "C", "N", "C", "N", "C", "H", "H", "H", "H", "H", "H", "H", "H", "H"],
  "positions_angstrom": [[3.274, -3.590, -0.923], [2.756, -2.593, -1.248], [2.668, -2.279, -2.543], [1.933, -1.082, -2.870], [1.330, -0.416, -1.794], [1.409, -0.852, -0.448], [0.468, -0.217, 0.571], [-1.149, -0.174, -0.132], [-1.866, 1.118, 0.922], [-3.199, 1.322, 0.885], [-3.709, 2.198, 1.864], [-2.878, 2.998, 2.548], [-1.572, 2.797, 2.517], [-1.102, 1.814, 1.702], [2.116, -2.010, -0.266], [3.125, -2.913, -3.318], [1.816, -0.657, -3.804], [0.882, 0.582, -2.062], [0.744, 0.803, 0.793], [0.473, -0.820, 1.492], [-3.864, 0.727, 0.311], [-4.728, 2.182, 1.887], [-1.058, 3.471, 3.172], [2.130, -2.408, 0.745]],
  "mulliken_charge": [-0.779, 0.652, -0.268, -0.778, -0.231, 0.308, -0.470, -0.127, 0.554, -0.536, -0.151, -0.598, -0.157, -0.380, -0.442, 0.373, 0.467, 0.273, 0.363, 0.335, 0.392, 0.436, 0.411, 0.354]
}

***

*b*
{
  "formula": "C10H9N3OS",
  "method": "ωB97M-V with the def2-TZVPD basis set",
  "lumo_ev": 0.544,
  "smiles": "[O-][n+]1cccc(CSc2ccncn2)c1",
  "e_homo_ev": -8.466,
  "symbols": ["O", "N", "C", "C", "C", "C", "C", "S", "C", "C", "C", "N", "C", "N", "C", "H", "H", "H", "H", "H", "H", "H", "H", "H"],
  "positions_angstrom": [[-0.589, 3.667, -3.130], [-0.159, 3.003, -2.166], [1.062, 3.187, -1.720], [1.568, 2.573, -0.565], [0.720, 1.701, 0.125], [-0.564, 1.478, -0.351], [-1.515, 0.532, 0.339], [-1.542, -1.118, -0.445], [-0.494, -2.094, 0.577], [-0.539, -3.411, 0.301], [0.304, -4.214, 1.028], [1.062, -3.741, 1.998], [1.025, -2.431, 2.261], [0.293, -1.581, 1.534], [-0.972, 2.168, -1.530], [1.695, 3.920, -2.215], [2.565, 2.768, -0.219], [1.075, 1.228, 1.038], [-2.509, 0.943, 0.301], [-1.287, 0.447, 1.400], [-1.239, -3.741, -0.454], [0.320, -5.284, 0.844], [1.676, -2.043, 3.002], [-1.956, 2.044, -1.952]],
  "mulliken_charge": [-0.757, 0.627, -0.254, -0.724, -0.048, 0.363, -1.158, -0.124, 0.706, -0.593, -0.168, -0.568, -0.180, -0.294, -0.524, 0.346, 0.399, 0.375, 0.543, 0.457, 0.357, 0.377, 0.404, 0.437]
}

***

What should be chosen as the least stable of them? Choose *a*.

***

*a*
{
  "formula": "C2H7INO",
  "method": "ωB97M-V with the def2-TZVPD basis set",
  "lumo_ev": -6.101,
  "total_charge": 1,
  "e_homo_ev": -14.401,
  "symbols": ["C", "C", "N", "O", "I", "H", "H", "H", "H", "H", "H", "H"],
  "positions_angstrom": [[0.755, -0.469, -0.027], [-0.518, -1.298, -0.445], [0.739, 0.876, 0.383], [-0.927, -1.283, -1.612], [-0.847, -3.092, 0.626], [1.296, -1.057, 0.640], [1.255, -0.433, -0.992], [-1.902, 0.112, 0.288], [0.360, 1.054, 1.212], [-1.984, 0.310, 0.986], [0.323, 1.491, -0.230], [-1.426, -2.096, -1.936]],
  "mulliken_charge": [-0.449, 0.043, -0.484, -0.265, 0.321, 0.523, 0.325, -0.112, 0.225, 0.215, 0.233, 0.425]
}

***

*b*
{
  "formula": "C2H7INO",
  "method": "ωB97M-V with the def2-TZVPD basis set",
  "lumo_ev": -4.479,
  "smiles": "C[C@@]([NH3+])(O)I",
  "total_charge": 1,
  "e_homo_ev": -14.428,
  "symbols": ["C", "C", "N", "O", "I", "H", "H", "H", "H", "H", "H", "H"],
  "positions_angstrom": [[1.158, 0.687, 0.127], [-0.018, -0.239, -0.189], [-1.135, -0.106, 0.693], [-0.639, 0.092, -1.624], [0.662, -2.300, -0.147], [0.868, 1.581, 0.517], [1.882, 0.268, 0.712], [1.725, 0.884, -0.743], [-0.655, -0.153, 1.669], [-1.754, 0.724, 0.577], [-1.834, -1.014, 0.666], [-0.260, -0.425, -2.259]],
  "mulliken_charge": [-1.385, 0.111, -0.402, -0.498, 0.276, 0.427, 0.501, 0.393, 0.434, 0.362, 0.433, 0.348]
}

***

What should be chosen as the least stable of them? Choose *a*.

***

*a*
{
  "formula": "H22NO9",
  "method": "ωB97M-V with the def2-TZVPD basis set",
  "lumo_ev": -3.323,
  "total_charge": 1,
  "e_homo_ev": -12.454,
  "symbols": ["N", "H", "H", "H", "H", "O", "H", "H", "O", "H", "H", "O", "H", "H", "O", "H", "H", "O", "H", "H", "O", "H", "H", "O", "H", "H", "O", "H", "H", "O", "H", "H"],
  "positions_angstrom": [[-0.136, -0.035, 0.230], [-0.516, -0.793, -0.353], [-0.911, 0.504, 0.553], [0.521, 0.397, -0.299], [0.372, -0.268, 1.123], [1.201, -1.995, -1.452], [0.410, -1.882, -1.866], [1.015, -2.910, -0.963], [-1.369, 0.203, 2.707], [-1.010, 1.021, 2.997], [-2.339, 0.176, 3.084], [2.847, 0.228, 0.842], [3.197, -0.613, 0.976], [2.702, 0.034, 0.053], [-2.480, -1.229, -1.009], [-3.065, -0.802, -0.288], [-2.263, -2.224, -1.075], [0.723, 2.637, -1.006], [1.353, 3.076, -0.410], [-0.036, 3.255, -1.207], [-1.969, 1.006, -1.691], [-1.123, 0.578, -2.167], [-2.558, 0.229, -1.859], [-0.222, 0.155, -2.817], [-0.526, -0.708, -3.403], [0.310, 0.689, -3.361], [0.628, -1.974, 1.909], [0.144, -1.999, 2.796], [1.568, -2.159, 2.128], [1.397, 1.868, 1.633], [1.449, 1.030, 2.239], [0.683, 2.499, 1.962]],
  "mulliken_charge": [0.110, 0.025, 0.462, 0.303, 0.148, -0.570, 0.181, 0.363, -0.603, 0.283, 0.318, -0.466, 0.263, 0.184, -0.679, 0.342, 0.304, -0.581, 0.281, 0.315, -0.854, 0.380, 0.298, -0.490, 0.399, 0.295, -0.639, 0.312, 0.310, -0.587, 0.296, 0.299]
}

***

*b*
{
  "formula": "H22NO9",
  "method": "ωB97M-V with the def2-TZVPD basis set",
  "lumo_ev": -3.154,
  "total_charge": 1,
  "e_homo_ev": -14.172,
  "symbols": ["N", "H", "H", "H", "H", "O", "H", "H", "O", "H", "H", "O", "H", "H", "O", "H", "H", "O", "H", "H", "O", "H", "H", "O", "H", "H", "O", "H", "H", "O", "H", "H"],
  "positions_angstrom": [[1.569, 3.596, 30.922], [0.927, 3.113, 31.604], [2.450, 3.528, 31.333], [1.244, 4.490, 30.646], [1.720, 2.918, 30.210], [2.075, 6.831, 31.348], [2.950, 7.389, 31.399], [1.536, 7.054, 30.533], [1.849, 4.872, 33.625], [2.822, 5.059, 33.895], [1.482, 5.520, 32.814], [0.175, 0.501, 29.425], [0.741, 0.157, 30.027], [-0.340, -0.416, 29.583], [3.711, 1.813, 29.266], [3.270, 1.362, 28.409], [3.840, 1.062, 29.910], [-1.765, 2.187, 31.287], [-1.186, 1.364, 31.103], [-2.578, 1.992, 30.861], [1.965, 5.562, 28.477], [2.624, 5.190, 27.976], [1.194, 5.570, 28.003], [1.899, 0.418, 31.402], [1.904, 0.212, 32.254], [2.670, -0.143, 31.123], [-0.668, 4.863, 31.744], [-0.723, 5.383, 32.442], [-1.234, 3.996, 31.891], [4.094, 2.529, 33.116], [4.182, 3.256, 33.738], [3.342, 2.081, 33.651]],
  "mulliken_charge": [-0.274, 0.343, 0.338, 0.278, 0.286, -0.625, 0.305, 0.323, -0.634, 0.303, 0.323, -0.583, 0.257, 0.407, -0.657, 0.368, 0.259, -0.648, 0.323, 0.291, -0.555, 0.270, 0.300, -0.543, 0.234, 0.288, -0.609, 0.296, 0.354, -0.607, 0.261, 0.329]
}

***

What should be chosen as the least stable of them? Choose *a*.

***

*a*
{
  "formula": "H22NO9",
  "method": "ωB97M-V with the def2-TZVPD basis set",
  "lumo_ev": -2.930,
  "total_charge": 1,
  "e_homo_ev": -13.722,
  "symbols": ["N", "H", "H", "H", "H", "O", "H", "H", "O", "H", "H", "O", "H", "H", "O", "H", "H", "O", "H", "H", "O", "H", "H", "O", "H", "H", "O", "H", "H", "O", "H", "H"],
  "positions_angstrom": [[20.629, 7.543, 33.728], [20.026, 6.901, 33.109], [19.934, 7.752, 34.476], [21.107, 8.316, 33.312], [21.323, 6.946, 34.080], [22.298, 8.970, 36.057], [23.252, 9.159, 35.762], [22.272, 9.317, 37.051], [19.117, 10.162, 33.617], [19.034, 10.028, 32.740], [19.845, 10.801, 33.647], [22.309, 5.986, 31.756], [23.001, 6.330, 32.300], [22.066, 6.329, 30.856], [17.840, 6.367, 34.259], [17.338, 6.142, 34.920], [17.460, 6.814, 33.613], [21.419, 10.340, 31.571], [22.198, 10.199, 31.282], [20.901, 10.333, 30.853], [20.786, 3.640, 32.895], [20.583, 3.007, 32.163], [21.233, 4.387, 32.502], [19.070, 6.054, 30.921], [18.210, 6.488, 30.578], [18.646, 5.247, 31.455], [20.973, 5.527, 36.034], [20.931, 4.664, 36.097], [20.208, 5.979, 36.228], [24.065, 7.363, 33.530], [24.800, 7.032, 33.270], [24.305, 8.128, 34.092]],
  "mulliken_charge": [-0.231, 0.231, 0.339, 0.287, 0.352, -0.588, 0.280, 0.330, -0.605, 0.281, 0.313, -0.615, 0.354, 0.293, -0.485, 0.228, 0.265, -0.498, 0.222, 0.277, -0.622, 0.310, 0.343, -0.665, 0.322, 0.349, -0.548, 0.260, 0.280, -0.536, 0.224, 0.253]
}

***

*b*
{
  "formula": "H22NO9",
  "method": "ωB97M-V with the def2-TZVPD basis set",
  "lumo_ev": -2.804,
  "total_charge": 1,
  "e_homo_ev": -13.165,
  "symbols": ["N", "H", "H", "H", "H", "O", "H", "H", "O", "H", "H", "O", "H", "H", "O", "H", "H", "O", "H", "H", "O", "H", "H", "O", "H", "H", "O", "H", "H", "O", "H", "H"],
  "positions_angstrom": [[38.885, 33.251, 17.553], [38.397, 33.270, 18.371], [38.604, 33.778, 16.888], [38.605, 32.292, 17.325], [39.880, 33.514, 17.690], [41.654, 31.738, 16.913], [42.102, 32.611, 16.852], [42.033, 30.756, 17.076], [40.934, 35.801, 17.879], [41.071, 36.016, 18.820], [40.488, 36.584, 17.533], [35.710, 31.480, 16.149], [36.551, 30.998, 16.315], [35.103, 30.748, 16.093], [40.761, 32.658, 20.077], [41.658, 32.441, 20.218], [40.402, 31.738, 20.057], [38.509, 35.860, 15.136], [37.835, 36.216, 14.623], [39.051, 36.688, 15.468], [42.659, 34.083, 17.184], [43.554, 34.207, 16.971], [42.046, 34.933, 17.160], [37.565, 33.246, 21.149], [38.186, 33.603, 21.906], [36.852, 33.752, 21.374], [37.992, 30.051, 16.215], [37.686, 29.238, 16.691], [38.193, 29.944, 15.318], [36.134, 34.161, 17.986], [35.622, 35.027, 17.828], [35.497, 33.449, 17.492]],
  "mulliken_charge": [-0.116, 0.294, 0.384, 0.212, 0.165, -0.707, 0.444, 0.304, -0.587, 0.307, 0.282, -0.637, 0.409, 0.302, -0.578, 0.268, 0.314, -0.600, 0.303, 0.307, -0.688, 0.267, 0.384, -0.605, 0.329, 0.287, -0.701, 0.343, 0.313, -0.690, 0.332, 0.362]
}

***

What should be chosen as the least stable of them? Choose *a*.